Computed, not measured: 3 unconnected molecules or ions with the total composition C5H16NO2S, with wB97M-V/def2-TZVPD.

Calculated values
- gap between HOMO and LUMO (eV) = 6.771
- molar mass (g mol⁻¹) = 154.3
- ΔE to the lowest compared entry with this formula, charge and spin (eV) = 1.9986
- DFT total energy (Eh) = -803.4857
- net charge = -1

CARTESIAN COORDINATES (ANGSTROEM)
C  1.12  0.54  0.44
N  -0.11  -0.02  1.15
C  -0.44  -1.27  0.40
C  -1.76  -1.04  -0.46
S  -1.54  -0.12  -1.92
C  -0.50  -2.45  1.44
C  1.33  1.94  1.06
H  2.10  -0.09  0.52
H  0.76  0.68  -0.68
H  0.00  -0.04  2.19
H  0.49  -1.71  -0.28
H  -1.94  -2.11  -0.62
H  -2.54  -0.47  0.14
H  -1.21  -2.28  2.35
H  0.54  -2.56  1.83
H  -0.83  -3.34  0.94
H  0.49  2.61  0.77
H  1.89  1.98  1.98
H  2.19  2.24  0.47
H  0.73  -0.44  -2.14
H  0.77  -0.47  -3.55
O  1.43  -0.69  -2.84
H  -1.55  3.02  -1.58
H  -0.50  2.61  -0.55
O  -0.90  3.48  -1.06